Computed, not measured: a structure of composition C33H19Cl5MnN2O3S3, with ωB97M-V/def2-TZVPD.

Positions of all 66 atoms, in Å:
Mn -0.55767 0.80415 0.67815
O -2.04452 -0.23306 1.36567
C -2.01584 -1.33106 2.00963
C -3.20857 -2.10204 2.13343
C -3.25122 -3.26528 2.85810
C -2.10718 -3.74326 3.51973
C -0.93316 -3.02138 3.40386
C -0.84388 -1.84131 2.66024
C 0.46141 -1.19037 2.58180
N 0.69270 -0.13887 1.93328
N 2.00166 0.34191 1.96354
C 2.04588 1.38689 1.17560
O 1.10437 1.87708 0.52080
C 3.37811 2.08445 1.06860
C 4.52106 1.55525 1.64089
C 5.74188 2.21805 1.52760
C 5.82288 3.41877 0.83811
C 4.67793 3.94802 0.26337
C 3.45931 3.27692 0.37769
H -4.08955 -1.73192 1.62043
H -4.18251 -3.82499 2.91212
H -2.13966 -4.65914 4.10206
H -0.02821 -3.38027 3.89733
H 1.30207 -1.64384 3.11310
H 4.43533 0.61581 2.17563
H 6.63260 1.79135 1.97585
H 6.77130 3.93663 0.74952
H 4.72874 4.88510 -0.28137
H 2.55138 3.66187 -0.07047
Cl -1.00278 2.68234 -2.17963
C -1.63579 3.40734 -0.71735
C -1.65493 2.65505 0.45660
C -2.19711 3.31714 1.54674
Cl -2.25541 2.46304 3.08669
C -2.67296 4.62574 1.52105
Cl -3.30092 5.39826 2.95445
C -2.64292 5.33008 0.32338
Cl -3.25407 6.95789 0.23912
C -2.12096 4.70932 -0.81170
Cl -2.09329 5.58543 -2.31792
O -0.18035 -0.32625 -0.95016
C -0.34608 -1.38998 -1.74218
C 0.78109 -1.41552 -2.82187
C 1.48962 -0.33315 -3.23668
C 2.44741 -0.64093 -4.25894
C 2.45128 -1.96004 -4.59759
S 1.31090 -2.82782 -3.65922
C -0.25524 -2.71545 -0.93889
C 0.72837 -3.02366 -0.05004
C 0.56959 -4.31305 0.54503
C -0.54096 -4.96423 0.08983
S -1.38840 -4.00389 -1.04493
C -1.73031 -1.28607 -2.45096
C -2.84016 -0.74709 -1.87910
C -3.98590 -0.78276 -2.73861
C -3.72317 -1.34632 -3.95257
S -2.08342 -1.82722 -4.05363
H 1.32956 0.64233 -2.78647
H 3.10925 0.09350 -4.71065
H 3.07884 -2.47717 -5.31642
H 1.52639 -2.32356 0.18753
H 1.24222 -4.72357 1.29652
H -0.92393 -5.93512 0.38715
H -2.80831 -0.32006 -0.87776
H -4.96291 -0.39722 -2.45877
H -4.39084 -1.48277 -4.79636

Atoms 1-2, force components in eV/Å:
Mn -0.1 -0.5 0.6
O -0.7 0.3 -0.6

Results
* 2S+1: 2
* highest occupied orbital energy (alpha / beta): -0.0521 / -0.0358 Ha
* total charge: -2
* frontier orbital gap (alpha / beta): 5.51 / 5.07 eV

Computed, not measured: a structure of composition C33H21F6IN4O13S2TeW, with ωB97M-V/def2-TZVPD.

Positions of all 82 atoms, in Å:
W -0.65671 -0.60200 -0.13900
O 0.26466 -0.41572 6.08032
C 0.07309 -0.51196 4.75807
C -0.22305 -1.71614 4.11987
C -0.37580 -1.70147 2.75614
N -0.27045 -0.58854 2.03441
C 0.03385 0.55849 2.64106
C 0.20575 0.65013 3.99783
C 0.22300 1.67026 1.66018
O 0.43874 2.80866 1.98953
O 0.17379 1.22414 0.42794
C -0.64782 -2.89921 1.89386
O -0.79643 -4.00559 2.35134
O -0.66981 -2.55455 0.63922
H 0.17383 -1.27983 6.49942
H -0.30974 -2.65973 4.64353
H 0.45622 1.59891 4.45127
F -5.11422 -2.73615 0.96670
C -5.59532 -2.20723 -0.14783
F -6.44231 -1.23167 0.13372
F -6.16352 -3.12263 -0.89690
S -3.41975 -1.14650 -1.87500
O -2.42245 -1.44833 -0.66615
O -3.81637 0.25846 -1.85142
N -2.33414 -1.30738 -3.14598
S -1.08305 -2.15156 -3.00717
O -0.24695 -1.86279 -1.77021
O -0.25752 -2.22135 -4.16666
C -1.55822 -3.93928 -2.64772
F -2.85350 -4.01084 -2.33973
F -1.34556 -4.67780 -3.72965
F -0.85462 -4.44182 -1.64438
I -4.38481 4.14208 -0.17124
C -3.89171 2.31698 0.68090
C -4.73397 1.67692 1.56642
C -4.35476 0.43379 2.05936
C -3.16718 -0.11771 1.64557
N -2.34241 0.52004 0.79947
C -2.70292 1.70857 0.31259
H -5.67434 2.12358 1.85878
H -4.99143 -0.11535 2.73787
H -2.87222 -1.10850 1.96085
H -2.01987 2.16775 -0.38519
Te 2.14961 -1.57308 -0.13297
C 2.58905 -1.99587 1.89629
C 3.01232 -0.99294 2.76254
C 3.30014 -1.30099 4.08416
C 3.15305 -2.60489 4.54255
C 2.73100 -3.60369 3.67555
C 2.45947 -3.30399 2.34750
C 3.57534 -0.04507 -0.43412
C 3.38844 1.26461 -0.01238
C 4.33176 2.22717 -0.33851
C 5.44865 1.88500 -1.08879
C 5.62968 0.57608 -1.50856
C 4.69014 -0.39358 -1.18514
H 3.13875 0.02266 2.40593
H 3.64161 -0.52285 4.75528
H 3.38156 -2.84538 5.57330
H 2.61879 -4.62096 4.02709
H 2.12655 -4.08692 1.67631
H 2.50344 1.55243 0.53319
H 4.18077 3.25011 -0.01921
H 6.17141 2.64408 -1.35740
H 6.49499 0.30711 -2.09974
H 4.82584 -1.41145 -1.52889
O -0.98965 0.67390 -1.68478
C 0.09511 1.05536 -2.32706
O 1.19402 0.57253 -2.11804
C -0.14355 2.12888 -3.32835
C -1.43847 2.46255 -3.71511
C -1.63941 3.47235 -4.64562
C -0.56008 4.15699 -5.17866
C 0.71783 3.80459 -4.77369
C 0.94920 2.79499 -3.86198
N 1.86816 4.53353 -5.32993
O 1.63531 5.46932 -6.06943
O 2.97112 4.24740 -4.91008
H -2.27378 1.91506 -3.29347
H -2.64337 3.72676 -4.95682
H -0.68794 4.95166 -5.89849
H 1.95312 2.52937 -3.56443

Atoms 1-2, force components in eV/Å:
W -0.5 -0.6 0.4
O 0.0 0.0 0.0

Results
* 2S+1: 3
* highest occupied orbital energy (alpha / beta): -0.3219 / -0.3355 Ha
* frontier orbital gap (alpha / beta): 7.50 / 7.54 eV

Computed, not measured: a structure of composition C33H21HgN6O7Se, with ωB97M-V/def2-TZVPD.

Positions of all 69 atoms, in Å:
Hg 0.09828 0.21274 -0.06775
O -3.11677 0.29161 -2.97525
C -2.33520 0.49201 -2.04573
O -1.38271 -0.27352 -1.69740
C -2.55706 1.76074 -1.22054
C -3.33234 2.78633 -1.74917
C -3.54794 3.91109 -0.96867
C -3.05769 3.93876 0.32383
C -2.33586 2.84679 0.79709
N -2.04579 1.81772 0.00580
C -1.96747 2.78034 2.29950
O -2.07037 3.85698 2.89764
O -1.76548 1.63685 2.75727
H -3.73132 2.66712 -2.74606
H -4.11469 4.74966 -1.35833
H -3.21489 4.76125 1.00788
C -3.10878 -1.93338 2.60252
C -2.10166 -1.08962 2.09525
N -1.29746 -1.47240 1.11884
C -1.45073 -2.69540 0.57097
C -2.43880 -3.58959 1.00355
C -3.27435 -3.17629 2.05836
C -2.59389 -4.85658 0.34446
C -1.81533 -5.19564 -0.70945
C -0.79493 -4.30573 -1.18349
C 0.02046 -4.58942 -2.29482
C 0.97066 -3.68090 -2.68561
C 1.12194 -2.49383 -1.94435
N 0.37094 -2.23148 -0.89807
C -0.58731 -3.08324 -0.53118
H -3.74063 -1.57391 3.40310
H -1.96337 -0.07233 2.45662
H -4.04942 -3.84585 2.41658
H -3.36598 -5.52682 0.70351
H -1.94818 -6.14244 -1.21953
H -0.12319 -5.51826 -2.83623
H 1.59739 -3.85079 -3.54980
H 1.85003 -1.73596 -2.20774
N 2.69312 -1.99979 1.98738
C 2.04685 -1.12272 1.50365
H 3.15656 -1.98321 2.88554
Se 1.51745 1.07107 2.83584
N 1.30650 1.70939 1.14382
C 2.10872 2.78987 1.03750
C 2.22403 3.58600 -0.11426
C 3.10670 4.64046 -0.12901
C 3.89884 4.93191 0.99383
C 3.80805 4.16661 2.13330
C 2.90799 3.08169 2.19469
N 2.75958 2.29031 3.28090
H 1.62280 3.34870 -0.97980
H 3.19396 5.24495 -1.02309
H 4.58890 5.76730 0.96225
H 4.41419 4.37981 3.00534
O 3.54267 2.42203 -5.08824
C 2.35723 2.86032 -4.62893
C 1.79962 4.01572 -5.18091
C 0.56995 4.47021 -4.74131
C -0.12907 3.78748 -3.75379
C 0.43446 2.64839 -3.20183
C 1.67479 2.17498 -3.60918
C 2.27854 0.93314 -2.97065
O 3.33504 0.48145 -3.49657
O 1.68634 0.42076 -2.00132
H 3.69687 1.56761 -4.55048
H 2.35248 4.53442 -5.95378
H 0.14818 5.36957 -5.17766
H -1.09504 4.13500 -3.41208
H -0.08653 2.09509 -2.43064

Atoms 1-2, force components in eV/Å:
Hg 0.2 0.7 0.0
O -0.1 0.0 -0.1

Results
* 2S+1: 2
* highest occupied orbital energy (alpha / beta): -0.0219 / -0.1004 Ha
* total charge: -2
* frontier orbital gap (alpha / beta): 4.59 / 6.73 eV